No. 1
Entry from the Open Molecules 2025 dataset: C35H52O27 as an isolated structure (wB97M-V/def2-TZVPD).

Positions of all 114 atoms, in Å:
C 4.420 -1.495 -0.592
H -0.586 5.581 -1.485
C 0.700 -2.012 2.908
H -4.010 -0.697 1.824
H -2.343 -4.232 1.378
H -0.828 -6.160 2.562
C 1.409 -2.567 -2.338
O 6.654 0.586 1.036
H 1.098 1.403 2.068
O -4.854 1.508 -1.988
H -0.767 0.204 -2.428
O -1.090 2.747 2.480
C 3.660 0.846 2.860
H -5.267 2.645 1.762
H -3.975 1.791 0.023
C -3.779 1.211 0.926
O -1.412 3.721 -1.535
H 1.937 -0.864 -4.597
H -0.414 -1.298 -1.478
H 3.725 -3.061 0.626
H -2.432 -5.062 -0.342
C -1.912 -4.461 0.403
O -2.573 -2.700 2.222
H -3.287 2.680 -1.959
C 5.751 0.074 0.363
C -3.642 1.878 -2.606
C -0.595 2.638 -1.879
O -1.559 -3.230 -0.319
C 3.279 -2.245 0.057
H -1.837 -0.507 0.409
O -2.381 1.155 1.311
H -5.505 -0.218 1.000
O 2.104 -3.779 -2.346
H 1.434 -1.912 0.943
H 0.703 -5.496 2.374
O 0.209 -2.171 -0.980
C -4.137 2.344 -3.961
H -2.261 5.615 0.260
H 0.486 -0.163 1.990
H 0.419 -0.196 3.767
H -0.546 5.997 0.906
C 1.146 0.348 0.119
O 0.340 -3.974 0.377
O -5.409 1.866 -4.141
H 2.686 -1.676 0.773
H 1.350 -0.005 -3.213
C -1.254 5.275 0.498
H -1.807 1.060 -0.151
H -4.630 1.291 2.823
O -0.024 0.353 0.803
H -0.465 -6.033 0.197
C 1.882 2.034 2.488
C -0.557 -5.090 0.736
C -1.173 0.173 -0.124
C 3.302 -3.649 -2.939
O 2.478 1.299 3.374
O 2.260 0.626 0.593
H -2.008 0.725 -3.414
O 4.079 -4.609 -3.160
O -1.032 1.623 -2.355
H -2.415 0.028 -1.844
H 3.355 3.381 1.575
C 2.933 2.380 1.482
H -0.006 2.843 3.412
O 4.423 -0.005 3.419
O 3.801 1.327 1.660
C -0.432 -0.208 -1.476
O 0.671 2.866 -1.298
C 0.716 4.072 -0.615
O 0.830 0.341 -1.250
O 5.317 -1.131 0.480
H 2.966 -1.149 -1.739
C 0.976 3.143 3.047
H 1.488 4.573 -1.201
C -4.417 -0.157 0.970
H 1.006 -2.391 -1.340
O -0.444 -2.817 2.578
H -3.453 2.124 -4.780
H 3.082 0.235 -1.042
C 2.245 -0.468 -3.629
H -3.500 -0.178 -3.268
H 0.925 -2.426 3.890
H 2.674 -1.468 2.027
O -3.293 2.713 2.495
H 2.648 2.434 0.431
H -1.199 4.433 1.188
H -4.135 -0.809 0.143
H -0.655 -4.440 2.872
C -0.346 -5.248 2.208
C 2.492 -1.622 -2.599
C -2.831 0.497 -2.736
C -5.913 1.558 -2.889
C -1.474 -2.231 2.539
H 0.600 -2.578 -3.068
C 1.834 -2.156 1.927
H 0.590 3.816 2.282
O 3.510 -2.317 -3.211
H 3.080 0.232 -3.669
O -7.055 1.343 -2.606
H 1.578 3.765 3.710
H 0.839 3.863 0.447
O -1.204 -0.981 2.562
C -0.292 -3.008 -0.243
C 0.119 -0.713 2.856
C -0.651 4.736 -0.800
H 2.040 -3.217 1.784
H 4.225 -0.221 -2.288
C -4.424 2.007 2.027
H -4.239 3.423 -3.843
H 4.863 -2.213 -1.282
C -2.119 2.182 2.121
C 4.097 -0.127 -1.210
H 2.386 -2.545 -0.490
O 5.026 0.775 -0.623

Atomic forces in eV per Å
C -0.7755 -0.2509 0.7305
H 0.1059 -0.0779 -0.2237
C 1.8978 -2.6658 1.1428
H -0.1657 0.1352 0.3045
H -0.8999 -0.0033 -1.0312
H -0.3192 -0.2393 -0.2089
C 5.6279 -1.8319 -8.3046
O -2.6699 -1.4087 -2.1836
H 0.4957 0.6987 -0.1725
O -2.9241 0.1072 -0.2533
H 0.9017 -2.2267 1.6981
O -5.5731 -3.2682 -3.5238
C 2.6259 -3.9868 3.0715
H 0.3321 -0.0028 0.0204
H 0.8876 -0.4665 -0.4145
C -2.2958 -0.3292 0.1211
O 0.9721 -0.7260 0.3379
H 0.4947 -0.1117 -0.0685
H -2.0496 4.5940 -2.1471
H -0.1777 -0.2186 -0.2977
H -0.4609 0.1167 0.5085
C 0.7335 -0.6572 -0.7986
O 0.7121 1.2420 1.8408
H 0.7390 -0.3157 -0.5632
C 2.4281 4.1744 0.8515
C 0.4991 -2.9826 0.2004
C -0.0037 1.2764 2.5765
O -2.4071 -0.4994 0.2330
C 0.6483 0.4197 0.0539
H 0.6050 -0.8853 -0.9475
O -1.5668 2.0533 3.7348
H 0.0356 0.6976 0.0871
O 0.9898 -2.2245 -0.9053
H -1.3876 0.1346 1.0686
H 0.2475 0.2976 0.0846
O -11.4268 -2.2101 16.0908
C 1.9518 2.2520 0.2508
H 0.1323 0.3094 0.6357
H 0.2431 -1.1637 2.9885
H -1.2234 0.4801 0.3049
H -0.3855 0.4582 -0.2240
C 0.5549 2.4743 -2.3048
O 1.6482 -0.7688 -0.7180
O -1.9726 -1.3869 1.1047
H 3.7466 0.7097 -2.9244
H 0.3069 0.6878 -0.5522
C 0.4212 -1.8555 -0.9297
H 1.8399 -0.2843 -1.7644
H -0.8182 0.2365 0.1576
O -1.0220 1.3880 -4.7073
H 1.0970 0.4091 -0.3490
C -6.2449 3.6371 -3.0742
C -0.8611 1.5973 0.8395
C 1.4072 -0.6739 -3.0772
C 2.4251 -2.7839 -0.7380
O 3.7710 -3.1111 4.4818
O -6.9436 -5.4400 -3.8641
H -1.1831 -1.0013 -0.4399
O -2.5914 3.7903 0.6773
O 2.9268 9.5049 -0.4652
H -1.0837 0.3386 -0.3444
H 0.8099 -0.0093 1.0828
C -0.4441 2.9842 -0.9497
H 2.7090 -0.2309 1.8751
O -3.5154 3.5818 -2.2424
O 4.3278 1.2284 1.4299
C -2.7560 -0.1981 0.4099
O -2.4309 -2.3583 -2.1519
C -0.3667 0.9111 -0.4827
O 2.8832 -0.9568 2.8629
O -0.2874 -2.2160 -0.1783
H -2.2491 -1.2310 -0.9726
C 3.2020 1.4962 1.2347
H 0.3319 0.7932 1.1900
C 0.9535 -1.4138 -0.7831
H 10.0825 -2.5065 -3.6276
O 7.5029 -5.4392 0.2952
H -0.3026 -0.2126 -0.0366
H 0.9386 0.0458 0.0217
C -1.7454 -0.6808 1.2995
H -0.4080 -0.2069 0.2744
H 0.5457 0.4714 0.2075
H -0.4947 -0.3657 2.1759
O 0.1962 2.0974 1.0037
H -0.1749 -0.0079 0.3930
H -0.7244 0.2591 0.2659
H 0.0640 0.1888 -0.3451
H 0.1093 -1.4088 -0.7128
C 0.1656 -2.5481 1.0652
C -0.1093 4.0589 -2.6784
C -2.0484 0.9296 -1.7518
C 0.2453 -0.3913 0.3430
C -7.7396 2.3726 -2.5294
H 0.1226 -0.0371 -0.4197
C -3.2975 -1.2589 1.7934
H 0.8184 0.0066 -0.2080
O 1.9836 -3.9342 -0.6165
H -0.2509 -0.1094 -0.2461
O 1.2978 0.2382 -0.4867
H 0.0246 0.1551 0.3961
H 0.7482 0.2585 -0.2090
O -3.0958 5.1001 1.3615
C -1.4851 -2.3694 0.5014
C 2.0008 1.9837 1.6221
C 0.2824 0.8473 -0.8886
H 0.8028 0.3332 0.5051
H 0.8678 0.6916 0.2318
C 1.3014 -1.0417 0.9991
H 0.2590 0.3797 -0.5537
H 0.8323 0.5754 -0.0164
C -1.4091 2.0986 0.8941
C 1.1931 0.6052 -0.5008
H 1.4992 -0.7635 -0.6107
O 1.2150 -0.9579 0.7862

ΔE to the lowest compared entry with this formula, charge and spin in eV: 32.392
Frontier orbital gap in eV: 7.8
E_HOMO in eV: -7.814
Net charge: 0

No. 2
Entry from the Open Molecules 2025 dataset: C35H53AsCrN2STe as an isolated structure (wB97M-V/def2-TZVPD).

Positions of all 94 atoms, in Å:
H -3.515 -3.090 -0.626
H -0.972 -5.592 -1.579
H -1.744 -2.964 -4.077
N 0.299 0.620 -1.093
C -1.555 -5.263 -2.419
H -2.531 4.773 4.846
C -2.345 3.940 4.159
As 2.559 -1.939 -1.311
H -2.222 -6.052 -2.687
Cr 0.728 -1.096 0.020
C -1.683 3.820 -3.250
H 1.152 3.988 4.005
H -0.786 3.409 6.546
C -0.258 1.635 -0.389
H -3.325 3.515 -4.781
C -0.758 0.829 3.713
H 4.174 3.399 0.562
C 0.130 4.406 4.010
C -0.318 -2.237 -0.951
C 0.486 -4.062 1.916
H -0.345 -6.948 0.363
C -1.424 -5.040 3.026
C 4.261 -2.756 -0.732
C -0.407 1.427 1.046
H -1.467 5.476 -4.498
C -1.429 -6.060 2.038
H 2.480 -4.061 -2.694
H 4.648 -2.017 0.002
N -0.328 0.153 1.441
H 3.519 0.455 2.803
C -1.060 -3.035 -1.470
C -0.881 2.756 -0.999
H 3.039 1.922 1.920
C 0.460 -5.020 0.878
H -2.114 -5.131 3.916
H -0.842 3.447 1.502
H 1.219 -2.881 -3.170
H 5.688 3.651 1.424
H -3.491 -3.541 -3.778
C -0.383 -4.131 3.001
H 4.006 -3.710 -0.192
H -4.001 -4.710 -1.290
C -0.939 3.299 4.334
H -2.259 -6.822 2.035
C -2.590 -3.093 -3.366
H 4.112 1.985 3.400
H 0.197 2.224 5.780
C -0.773 4.778 -3.995
H -0.815 0.510 4.749
H -1.780 2.831 -5.161
H 2.911 -2.747 -3.797
H -0.454 -1.164 3.116
H -3.044 3.198 4.467
Te 1.991 -2.455 1.876
H -0.237 5.418 -3.300
H -2.884 -2.105 -3.071
H 5.741 2.899 -0.187
C -0.495 -6.064 1.009
C 3.463 -0.483 -2.264
C -2.113 -3.873 -2.077
H -1.270 3.532 -0.329
C -0.795 2.193 3.293
H 0.106 5.233 4.733
H -2.817 2.022 -3.933
H 2.757 0.005 -2.971
H 1.218 -4.973 0.054
H -3.339 5.138 -3.182
H 4.308 -0.959 -2.751
H 5.028 -2.838 -1.507
H -2.299 5.327 -1.747
H -1.554 1.987 5.941
H -2.492 4.268 3.106
H -0.194 -3.477 3.863
C 5.169 2.984 0.728
H -2.664 -4.490 -0.137
C -2.711 4.616 -2.475
C -0.145 1.867 -3.096
C -0.766 2.721 5.710
H -0.858 -5.139 -3.244
H -0.106 4.362 -4.728
H 3.806 0.197 -1.439
H -0.101 1.869 -4.172
H -0.022 4.735 3.005
C 2.259 -3.046 -2.957
C -0.738 2.468 1.918
C -0.907 2.802 -2.379
C -2.475 2.973 -4.337
H -3.352 3.919 -1.880
C -0.502 -0.103 2.782
C 0.314 0.724 -2.442
C -3.192 -4.043 -0.969
C 3.819 1.429 2.479
H 0.609 -0.210 -2.979
S 5.208 1.283 1.343

Atomic forces in eV per Å
H -0.6978 0.7865 0.1229
H 0.2229 -0.3374 0.4192
H -0.7205 -0.4482 0.2445
N -0.8930 0.7187 -0.3033
C 1.2399 1.0136 -0.2871
H 0.4447 0.0494 -0.2447
C 0.7688 0.2723 -0.2017
As 2.0321 -0.7673 -2.5695
H -1.0067 -0.1595 -0.1252
Cr 0.8163 1.5355 1.6723
C -0.6087 -1.1137 -0.2706
H -0.3124 0.0287 0.2510
H -0.1009 0.6443 -0.1963
C -0.4277 0.6668 -1.4808
H 0.2536 -0.0045 0.4833
C 0.3030 1.9581 -0.1131
H -0.0494 -0.3843 -0.1913
C 0.3306 -1.1874 0.7899
C -0.5289 -0.6316 -0.5088
C 0.8477 0.1776 -0.8971
H -0.6301 0.6415 0.2141
C -0.1895 -1.6710 0.3310
C -0.6049 0.0791 1.5510
C -0.7279 -0.1310 0.9052
H 0.4272 -0.2849 -0.1846
C -1.3878 0.1347 0.1942
H -0.1961 -0.6434 0.0486
H -0.1163 -0.6254 -0.1374
N 0.5595 -0.2582 1.4199
H -0.3086 -0.6898 0.0557
C -0.8263 -0.6806 -0.7074
C 0.8606 -0.9366 0.7587
H -0.5126 0.1575 0.1950
C -0.2377 0.0680 0.9422
H 0.7994 0.3192 -1.2496
H 0.0599 0.4370 0.2698
H -0.4570 -0.3524 -0.4421
H -0.0217 -0.1173 -0.1568
H 0.2285 -0.3487 -0.4107
C 0.0516 0.6509 0.4694
H 0.6076 0.9501 -0.6493
H 0.0767 0.3549 0.0523
C 0.0774 1.5193 -0.7895
H 1.1952 0.7363 0.1727
C 0.5137 -0.4984 0.9139
H -0.3382 -0.1354 -0.7555
H 0.1645 -0.2190 0.0619
C -0.8446 1.2756 0.3053
H -0.1094 0.2510 -0.2925
H -0.0793 -0.5048 -0.1512
H -0.2594 0.1043 0.5832
H 0.1039 0.8611 -0.7216
H -0.9636 -0.6609 -0.2483
Te -0.6025 -1.2117 0.6993
H 0.3803 -0.0660 0.1278
H -0.1322 0.6799 0.2691
H -0.0056 0.4930 -0.3279
C 1.4346 0.0447 -0.4082
C -0.5159 0.7931 0.9386
C -0.5778 0.1435 -0.4405
H -0.2532 -0.4300 -0.7785
C -0.4780 -0.3521 0.3859
H -0.1870 -0.2172 -0.3088
H -0.0494 0.0079 -0.1245
H 0.8510 -0.1919 0.4975
H -0.9439 -0.2020 0.8596
H -0.1945 0.2791 -0.0087
H 0.0255 0.2871 -0.1988
H -0.5259 -0.2208 -0.2040
H 0.1201 -0.0133 -0.2820
H 0.2428 0.1901 -0.1124
H -0.1486 -0.2313 0.7802
H -0.3156 -0.1443 -0.4620
C 0.6558 -0.0826 0.4141
H -0.0765 -0.3300 0.3207
C -0.4013 -0.7589 1.3465
C -0.3867 -1.5663 0.7874
C -0.1204 -0.5912 0.7588
H 0.1649 -0.1389 -0.1855
H 0.2886 -0.3938 -0.1833
H -0.1511 -0.2248 -1.0697
H -0.0456 0.1539 -0.0899
H -0.2349 0.6834 -0.5196
C 0.2255 0.9631 0.6636
C 0.6814 -1.1624 0.6748
C 0.4606 1.1483 -1.4120
C 0.5394 0.6632 0.2349
H 0.2593 0.5055 -0.5009
C -0.0317 -2.2074 -1.6668
C 0.0527 -0.1233 0.0800
C 0.7534 -0.5748 -0.8074
C 0.8638 0.5880 0.7557
H -0.0221 1.1227 0.3896
S -0.4272 0.0882 -0.0341

ΔE to the lowest compared entry with this formula, charge and spin in eV: 0.373
Frontier orbital gap (spin up / spin down) in eV: 6.1 / 6.3
2S+1: 4
E_HOMO (spin up / spin down) in eV: -9.771 / -9.856
Net charge: +1
⟨S²⟩: 3.86